i:
9
Properties=species:S:1:pos:R:3 method="wB97M-V/def2-TZVPD" spin_multiplicity=1 lumo_ha=0.011 homo_ha=-0.353 orbital_gap_ev=9.91
S -1.14 -1.20 -0.34
N 0.93 0.35 0.98
N -2.42 1.18 0.40
C -1.89 0.17 0.24
C 0.38 -0.35 -0.81
H 1.08 -1.01 -1.26
H 1.86 0.87 0.79
H 1.01 -0.55 1.44
H 0.19 0.54 -1.44


ii:
9
Properties=species:S:1:pos:R:3 method="wB97M-V/def2-TZVPD" smiles="C#[N+][S-].C=N" spin_multiplicity=1 lumo_ha=0.004 homo_ha=-0.313 orbital_gap_ev=8.63
S -2.17 -2.39 -0.37
N 0.95 -0.08 -1.11
N -1.52 -2.20 1.05
C 0.95 0.65 -0.08
C -0.98 -2.48 2.05
H 1.53 1.47 0.03
H -0.45 -2.17 2.90
H 0.26 0.24 0.68
H 1.45 0.36 -1.89


Which one is most stable, and which one is least stable? i is the most stable of them, while ii is the least stable.


i:
9
Properties=species:S:1:pos:R:3 method="wB97M-V/def2-TZVPD" smiles="C=NNC=S" spin_multiplicity=1 lumo_ha=0.015 homo_ha=-0.306 orbital_gap_ev=8.71
S 0.78 1.91 -1.69
N 0.59 -0.11 -0.03
N -0.75 -0.04 -0.17
C -1.54 -0.67 0.56
C 1.34 0.86 -0.64
H -2.60 -0.61 0.26
H -1.22 -1.37 1.37
H 2.40 0.80 -0.31
H 1.00 -0.76 0.65


ii:
9
Properties=species:S:1:pos:R:3 method="wB97M-V/def2-TZVPD" spin_multiplicity=1 lumo_ha=-0.015 homo_ha=-0.286 orbital_gap_ev=7.37
S 2.17 -1.36 -0.27
N -1.08 0.20 0.52
N 0.07 0.44 0.73
C 1.28 0.00 -0.70
C -2.23 0.09 0.32
H -2.87 -0.39 -0.28
H 0.44 -0.13 -1.49
H 0.56 0.07 1.67
H 1.66 1.07 -0.50


Which one is most stable, and which one is least stable? i is the most stable of them, while ii is the least stable.


i:
17
Properties=species:S:1:pos:R:3 method="wB97M-V/def2-TZVPD" smiles="O=CCCS.O.O" spin_multiplicity=1 lumo_ha=0.016 homo_ha=-0.332 orbital_gap_ev=9.49
S 1.09 3.02 -0.07
O -2.32 1.24 1.82
O 1.12 -1.78 0.54
O -1.72 -3.12 -1.21
C 0.80 0.39 -0.50
C 1.11 -1.13 -0.45
C 1.86 1.35 -0.28
H 2.61 1.29 -1.17
H 0.38 0.62 -1.55
H -1.02 -3.00 -0.52
H -2.46 0.64 2.59
H -2.56 -3.52 -0.78
H -0.05 0.45 0.18
H -2.92 0.94 1.16
H 0.30 2.87 1.03
H 2.52 1.31 0.61
H 1.24 -1.57 -1.41


ii:
17
Properties=species:S:1:pos:R:3 method="wB97M-V/def2-TZVPD" smiles="O=CCCS.O.O" spin_multiplicity=1 lumo_ha=0.018 homo_ha=-0.341 orbital_gap_ev=9.77
S -1.86 0.34 0.07
O 2.69 1.08 -0.44
O 1.62 0.69 3.19
O -2.64 -2.43 -2.06
C 0.74 -0.40 -0.44
C 2.11 0.09 -0.85
C -0.13 0.77 -0.11
H 2.71 -0.67 -1.53
H 0.21 1.31 0.76
H -1.90 -0.95 0.78
H 2.12 1.35 3.65
H 1.07 0.49 4.02
H -2.84 -2.14 -2.96
H -2.58 -1.67 -1.55
H 0.89 -1.01 0.53
H 0.29 -1.17 -1.02
H -0.01 1.56 -0.96


Which one is most stable, and which one is least stable? i is the most stable of them, while ii is the least stable.


i:
17
Properties=species:S:1:pos:R:3 method="wB97M-V/def2-TZVPD" smiles="O=CCCS.O.O" spin_multiplicity=1 lumo_ha=0.015 homo_ha=-0.336 orbital_gap_ev=9.56
S -2.06 1.07 -2.37
O -0.17 0.99 1.84
O 3.59 0.31 1.42
O -1.01 -2.69 -0.14
C 0.46 0.79 0.84
C -1.47 1.11 -0.64
C -0.10 0.43 -0.55
H 1.54 1.04 0.76
H -0.71 -2.28 0.69
H -1.37 2.14 -0.28
H 0.61 0.67 -1.34
H -1.79 -0.27 -2.46
H -2.14 0.68 0.10
H -0.14 -0.67 -0.66
H -1.64 -3.35 0.16
H 2.69 0.57 1.63
H 3.72 -0.54 0.98


ii:
17
Properties=species:S:1:pos:R:3 method="wB97M-V/def2-TZVPD" smiles="O=CCCS.O.O" spin_multiplicity=1 lumo_ha=0.016 homo_ha=-0.330 orbital_gap_ev=9.40
S 1.13 1.17 1.70
O 2.14 -2.05 1.84
O -1.50 -0.69 -1.99
O -2.26 1.90 -1.02
C 0.27 0.85 0.13
C -0.64 -1.00 -1.19
C -0.66 -0.38 0.18
H 2.15 -1.66 0.97
H -2.26 1.02 -1.47
H 2.43 0.96 1.44
H -0.30 1.74 -0.11
H -1.66 -0.01 0.42
H 3.07 -2.31 1.89
H -2.68 2.45 -1.68
H -0.43 -1.05 1.01
H 0.15 -1.69 -1.48
H 1.04 0.74 -0.64


Which one is most stable, and which one is least stable? ii is the most stable of them, while i is the least stable.


i:
16
Properties=species:S:1:pos:R:3 method="wB97M-V/def2-TZVPD" smiles=COc1ccccc1 spin_multiplicity=1 lumo_ha=0.034 homo_ha=-0.329 orbital_gap_ev=9.88
O -1.68 -0.84 -0.23
C -0.32 -0.42 -0.10
C 0.11 0.88 -0.13
C 1.42 1.19 -0.04
C 2.34 0.13 0.00
C -2.61 0.21 0.15
C 0.56 -1.40 0.05
C 1.90 -1.12 0.04
H -2.77 0.88 -0.43
H -0.53 1.87 -0.32
H 3.40 0.35 0.00
H -2.49 0.77 1.12
H 2.66 -2.04 0.08
H -3.70 -0.30 0.01
H 0.02 -2.50 -0.14
H 1.69 2.33 -0.06


ii:
16
Properties=species:S:1:pos:R:3 method="wB97M-V/def2-TZVPD" spin_multiplicity=1 lumo_ha=0.028 homo_ha=-0.316 orbital_gap_ev=9.37
O 0.74 -1.15 2.22
C -2.07 -0.15 -1.74
C -0.02 2.06 1.52
C 0.07 0.86 1.33
C 1.04 -0.30 -1.35
C -1.99 0.16 -0.60
C 0.99 -1.03 -0.04
C 0.62 -0.44 1.08
H 0.68 -0.52 2.96
H 0.18 -0.49 -2.10
H -2.11 -0.28 -2.77
H -0.28 2.95 1.91
H 0.81 0.73 -1.05
H -1.94 0.10 0.49
H 1.34 -2.05 -0.02
H 1.94 -0.47 -1.86


iii:
16
Properties=species:S:1:pos:R:3 method="wB97M-V/def2-TZVPD" smiles=COc1ccccc1 spin_multiplicity=1 lumo_ha=0.034 homo_ha=-0.319 orbital_gap_ev=9.61
O 1.56 -1.03 -0.23
C -0.65 -0.42 0.41
C -1.73 0.56 0.38
C -1.53 1.77 -0.27
C -0.36 2.05 -0.82
C 0.69 1.13 -0.82
C 1.48 -2.15 0.49
C 0.59 -0.12 -0.20
H 1.65 1.32 -1.20
H -2.55 2.47 -0.41
H -0.74 -1.19 0.84
H 2.45 -2.58 0.54
H 0.70 -3.01 0.14
H -0.25 2.89 -1.18
H -2.60 0.15 0.61
H 1.29 -1.84 1.71


Which one is most stable, and which one is least stable? i is the most stable of them, while ii is the least stable.


i:
8
Properties=species:S:1:pos:R:3 method="wB97M-V/def2-TZVPD" spin_multiplicity=1 lumo_ha="-0.029 / -0.034" homo_ha="-0.319 / -0.312" orbital_gap_ev="7.89 / 7.57"
S -2.78 -0.02 -0.21
S 0.07 -1.01 -0.49
O -3.41 1.23 0.22
N -0.98 0.22 -0.15
C 1.62 -0.15 -0.03
H 1.39 0.89 0.06
H 2.53 -0.70 -0.46
H 1.56 -0.45 1.05


ii:
8
Properties=species:S:1:pos:R:3 method="wB97M-V/def2-TZVPD" spin_multiplicity=1 lumo_ha="-0.094 / -0.054" homo_ha="-0.337 / -0.348" orbital_gap_ev="6.61 / 8.00"
S -0.94 1.80 -0.25
S -0.08 -0.78 1.87
O 2.31 -1.92 1.67
N -1.45 1.05 -1.63
C 1.59 -1.02 1.37
H -2.31 0.54 -1.68
H -0.82 0.44 -2.11
H 1.70 -0.11 0.77


Which one is most stable, and which one is least stable? ii is the most stable of them, while i is the least stable.


i:
11
Properties=species:S:1:pos:R:3 method="wB97M-V/def2-TZVPD" spin_multiplicity=1 lumo_ha=0.023 homo_ha=-0.387 orbital_gap_ev=11.17
Cl 1.15 -0.65 0.90
O 0.57 -1.07 -1.60
O 0.06 0.59 3.54
C 0.00 -0.52 -0.54
C -0.27 1.03 -0.86
C -0.27 -0.45 3.14
H -0.47 1.56 0.13
H -0.97 -0.91 -0.22
H 0.75 -2.07 -1.54
H -1.05 1.09 -1.53
H 0.50 1.41 -1.41


ii:
11
Properties=species:S:1:pos:R:3 method="wB97M-V/def2-TZVPD" spin_multiplicity=1 lumo_ha="-0.001 / -0.001" homo_ha="-0.315 / -0.315" orbital_gap_ev="8.53 / 8.54"
Cl 1.79 1.31 2.03
O -1.11 -0.02 -0.91
O 0.43 -0.88 2.13
C 0.55 0.16 1.61
C -0.10 -1.03 -1.10
C -0.69 1.08 -0.16
H -0.56 -1.97 -1.38
H 0.25 -1.18 -0.12
H 0.38 1.56 -0.32
H 0.59 -0.74 -1.77
H -1.54 1.73 -0.01


Which one is most stable, and which one is least stable? i is the most stable of them, while ii is the least stable.


i:
21
Properties=species:S:1:pos:R:3 method="wB97M-V/def2-TZVPD" smiles=NCN.O.O.O.O spin_multiplicity=1 lumo_ha=0.021 homo_ha=-0.348 orbital_gap_ev=10.04
O 1.95 1.62 -1.68
O -0.34 -1.11 2.87
O 1.78 -2.50 0.25
O 1.62 -0.98 -1.84
N -0.44 0.85 0.00
N -2.64 0.75 0.79
C -1.69 1.62 0.15
H 1.47 1.50 -0.85
H -0.88 -1.75 3.37
H 1.74 -0.10 -2.24
H -3.48 1.28 0.96
H 2.94 1.64 -1.40
H 1.68 -1.78 -0.37
H -1.78 2.19 -0.78
H -0.17 0.59 0.99
H -2.86 -0.06 0.14
H 1.41 -3.15 -0.28
H -1.57 2.42 0.92
H 0.27 -1.64 2.31
H 1.60 -1.35 -2.81
H -0.60 -0.04 -0.47


ii:
21
Properties=species:S:1:pos:R:3 method="wB97M-V/def2-TZVPD" smiles=NCN.O.O.O.O spin_multiplicity=1 lumo_ha=0.005 homo_ha=-0.345 orbital_gap_ev=9.51
O -1.14 1.05 0.81
O 0.73 0.43 -5.27
O -3.95 0.16 4.41
O 0.03 0.58 5.37
N 2.46 -0.51 -1.19
N 0.31 -0.58 -2.41
C 1.74 -0.91 -2.39
H -0.38 -1.30 -2.21
H 1.78 -1.99 -2.50
H -1.13 0.09 0.62
H 0.93 0.37 5.68
H 0.34 -0.12 -4.58
H 2.28 -0.46 -3.22
H 0.11 0.17 -1.75
H 2.15 0.38 -0.84
H -4.82 0.53 4.28
H -0.06 -0.02 4.61
H 2.55 -1.22 -0.47
H 1.10 1.21 -4.82
H -1.61 1.21 1.62
H -3.41 0.92 4.25


iii:
21
Properties=species:S:1:pos:R:3 method="wB97M-V/def2-TZVPD" smiles=NCN.O.O.O.O spin_multiplicity=1 lumo_ha=0.023 homo_ha=-0.361 orbital_gap_ev=10.46
O -3.03 -1.67 -0.74
O 0.39 2.26 1.14
O 0.52 2.63 -1.57
O -1.62 0.41 1.78
N 0.17 -1.41 -0.22
N 2.55 -1.68 -0.56
C 1.52 -0.93 0.11
H -0.03 1.58 1.69
H 2.92 -1.30 -1.42
H 0.20 -1.54 -1.23
H 1.51 0.14 -0.08
H 0.01 3.43 -1.75
H -0.05 -2.38 0.01
H -1.62 -0.30 1.14
H -2.94 -1.95 -1.65
H 1.64 -1.01 1.19
H -2.19 -1.32 -0.44
H 0.06 2.29 -0.78
H 3.30 -1.95 0.06
H 1.27 1.88 0.98
H -2.36 0.37 2.41


Which one is most stable, and which one is least stable? iii is the most stable of them, while i is the least stable.